# C3H3NO

One molecule with the formula C3H3NO (ωB97M-V/def2-TZVPD, the OMol25 dataset).

Computed properties:
- Energy relative to the best compared isomer or geometry (same formula, charge and spin): 60.2 kcal per mole
- Energy: -245.995668 Eh
- Charge: 0
- SMILES string: O=C[C@@H]1C=N1
- Gap between HOMO and LUMO: 10.698 eV
- E_LUMO: 0.79 eV
- Largest force on an atom: 0.074 hartree/bohr

Last columns: bonded neighbours and bond lengths (Å).
Positions of all 8 atoms, in Å:
1 O -1.90 0.19 0.52  C5 1.175
2 N 0.99 1.16 -0.57  C3 1.236, C4 1.602
3 C 1.19 0.75 0.58  N2 1.236, C4 1.575, H8 1.080
4 C 0.33 -0.27 -0.25  N2 1.602, C3 1.575, C5 1.606, H7 1.109
5 C -1.26 -0.50 -0.18  O1 1.175, C4 1.606, H6 1.092
6 H -1.73 -1.27 -0.79  C5 1.092
7 H 0.76 -1.11 -0.83  C4 1.109
8 H 1.62 1.05 1.53  C3 1.080